No. 1
C39H30Br2Cl2N6O8Pb | ωB97M-V/def2-TZVPD

- calculated total energy (Ha) = -8696.0591
- maximum force (eV/A) = 0.30
- HOMO-LUMO gap (eV) = 4.52
- energy relative to the best compared isomer or geometry (same formula, charge and spin) (kJ/mol) = 0.0
- E_HOMO (eV) = -0.85

Structure (ORCA input):
```
! RIJCOSX wB97M-V def2-TZVPD def2/J DEFGRID3
* xyz -2 1
Pb -0.41 0.87 -0.91
O -1.54 3.99 2.00
C -1.15 3.64 3.24
C -1.32 4.57 4.27
C -0.93 4.28 5.56
C -0.35 3.05 5.86
C -0.19 2.13 4.84
C -0.58 2.39 3.53
C -0.35 1.33 2.45
O -0.79 1.73 1.22
N -1.05 0.10 2.91
N -0.83 -0.94 2.03
C -1.86 -1.59 1.65
C -1.77 -2.73 0.73
Br -3.15 -2.65 -0.60
C -0.92 -3.74 0.70
C 0.19 -3.91 1.68
C 1.50 -3.84 1.21
C 2.56 -4.04 2.08
C 2.32 -4.31 3.42
C 1.02 -4.39 3.89
C -0.04 -4.19 3.02
H -1.29 3.19 1.42
H -1.77 5.53 4.01
H -1.07 5.02 6.34
H -0.04 2.81 6.87
H 0.25 1.16 5.05
H 0.72 1.06 2.45
H -2.04 0.32 2.98
H -2.86 -1.28 1.95
H -0.98 -4.47 -0.10
H 1.68 -3.62 0.17
H 3.57 -3.99 1.70
H 3.15 -4.47 4.10
H 0.82 -4.60 4.93
H -1.07 -4.25 3.38
O 5.60 2.15 0.97
C 5.40 0.84 0.76
O 6.34 0.10 0.61
C 3.99 0.38 0.80
C 3.51 -0.63 1.62
N 2.20 -0.76 1.35
N 1.80 0.09 0.42
C 2.85 0.80 0.07
C 2.70 1.94 -0.90
O 3.68 2.66 -1.06
O 1.55 2.06 -1.44
H 4.78 2.62 0.74
H 4.02 -1.25 2.34
H 1.52 -1.38 1.76
Cl 2.37 1.54 -6.61
C 0.90 1.13 -5.77
C -0.15 0.56 -6.47
C -1.30 0.26 -5.76
C -1.34 0.52 -4.40
N -0.32 1.06 -3.75
C 0.80 1.36 -4.41
H -0.07 0.37 -7.53
H -2.16 -0.19 -6.25
H -2.22 0.32 -3.80
H 1.61 1.79 -3.84
Br -3.37 7.81 0.41
C -3.87 6.28 -0.60
C -5.10 6.27 -1.24
N -5.52 5.24 -1.96
C -4.71 4.18 -2.05
C -3.46 4.12 -1.46
C -3.02 5.20 -0.71
C -2.59 2.88 -1.61
O -3.11 1.86 -2.08
O -1.40 3.01 -1.19
H -5.76 7.13 -1.16
H -5.06 3.34 -2.63
H -2.06 5.16 -0.21
Cl 3.40 -3.43 -1.90
C 1.95 -4.39 -2.16
C 2.07 -5.76 -2.09
C 0.96 -6.59 -2.27
C -0.27 -5.97 -2.53
C -0.39 -4.61 -2.60
C 0.71 -3.69 -2.40
C 0.56 -2.33 -2.42
H 3.04 -6.19 -1.89
H 1.05 -7.67 -2.21
H -1.16 -6.58 -2.68
H -1.36 -4.16 -2.80
H 1.40 -1.65 -2.34
H -0.41 -1.91 -2.66
*
```

No. 2
C4H7N2O5S | ωB97M-V/def2-TZVPD

- calculated total energy (Ha) = -1040.2693
- expectation value of S² = 2.0090
- maximum force (eV/A) = 5.98
- HOMO-LUMO gap (spin up / spin down) (eV) = 4.50 / 6.86
- E_HOMO (spin up / spin down) (eV) = -1.07 / -4.98

Structure (ORCA input):
```
! RIJCOSX wB97M-V def2-TZVPD def2/J DEFGRID3
* xyz -1 3
C -0.87 0.12 0.60
C -0.76 -0.90 1.84
C -1.81 0.74 -1.45
C 1.29 -0.41 -0.58
N -1.62 -0.13 -0.40
N 2.01 -1.22 0.19
O 2.21 -2.35 -0.30
O -0.19 1.32 0.81
O 2.28 -0.89 1.32
O 2.16 2.06 0.40
O 0.70 1.87 -1.52
S 1.08 1.31 -0.21
H 0.34 -1.37 1.83
H -0.88 -0.38 2.76
H -1.24 -1.81 1.52
H -1.25 1.66 -1.40
H -2.99 0.96 -1.42
H -1.58 0.13 -2.34
H 1.09 -0.69 -1.62
*
```

No. 3
C4H8 | ωB97M-V/def2-TZVPD

- calculated total energy (Ha) = -156.9457
- maximum force (eV/A) = 2.16
- HOMO-LUMO gap (eV) = 5.28
- energy relative to the best compared isomer or geometry (same formula, charge and spin) (kJ/mol) = 625.6
- E_HOMO (eV) = -6.88

Structure (ORCA input):
```
! RIJCOSX wB97M-V def2-TZVPD def2/J DEFGRID3
* xyz 0 1
C -1.11 1.80 0.94
C -0.49 -0.12 -0.71
C 0.59 -0.56 -0.01
C 1.35 -1.62 -0.42
H -1.42 2.75 0.48
H -1.98 1.22 1.26
H -0.63 2.12 1.86
H -0.98 1.01 -0.21
H 0.94 0.08 0.81
H 1.43 -1.87 -1.47
H -0.89 -0.58 -1.61
H 1.97 -2.12 0.30
*
```

No. 4
C25H21F6KN4O6S2 | ωB97M-V/def2-TZVPD

- calculated total energy (Ha) = -3631.4167
- maximum force (eV/A) = 3.84
- HOMO-LUMO gap (eV) = 6.59
- E_HOMO (eV) = -2.22

Structure (ORCA input):
```
! RIJCOSX wB97M-V def2-TZVPD def2/J DEFGRID3
* xyz -2 1
K 0.03 0.53 -0.19
C -4.38 -0.16 1.76
C -3.66 1.07 2.22
C -4.37 2.23 2.50
C -3.73 3.40 2.90
C -2.35 3.40 2.98
C -1.61 2.27 2.70
C -0.10 2.30 2.76
C -2.25 1.07 2.33
N -1.48 -0.02 1.99
C -1.62 -1.20 2.57
O -2.30 -1.50 3.58
C -0.83 -2.31 1.91
C -0.96 -3.60 2.43
C -0.26 -4.63 1.83
C 0.54 -4.35 0.74
C 0.62 -3.04 0.29
N -0.05 -2.04 0.86
C 1.52 -2.76 -0.91
O 2.14 -3.74 -1.39
N 1.52 -1.51 -1.32
C 2.39 -1.09 -2.31
C 3.80 -1.16 -2.19
C 4.42 -1.71 -0.94
C 4.60 -0.67 -3.21
C 4.06 -0.12 -4.36
C 2.69 -0.02 -4.47
C 1.85 -0.47 -3.46
C 0.36 -0.31 -3.58
H -5.45 0.03 1.65
H -4.23 -0.98 2.47
H -3.98 -0.49 0.79
H -5.45 2.22 2.40
H -4.30 4.29 3.11
H -1.83 4.31 3.26
H 0.24 3.28 3.11
H 0.32 2.13 1.76
H 0.28 1.52 3.41
H -1.61 -3.74 3.28
H -0.35 -5.65 2.21
H 1.12 -5.11 0.23
H 4.02 -1.21 -0.05
H 5.51 -1.58 -0.96
H 4.19 -2.77 -0.84
H 5.68 -0.74 -3.10
H 4.71 0.25 -5.15
H 2.25 0.43 -5.35
H 0.08 -0.06 -4.60
H 0.00 0.49 -2.92
H -0.15 -1.23 -3.27
F -2.89 2.67 -3.19
C -2.95 3.56 -2.19
F -2.93 4.80 -2.72
F -4.11 3.41 -1.55
S -1.53 3.30 -1.02
O -1.64 1.92 -0.66
O -1.67 4.29 -0.01
N -0.37 3.58 -2.06
S 1.09 3.45 -1.48
O 1.37 2.16 -0.91
O 1.59 4.59 -0.78
C 1.97 3.52 -3.12
F 1.92 4.78 -3.59
F 1.41 2.71 -4.02
F 3.25 3.19 -2.97
*
```

Please write out number 3 again, unchanged.
C4H8 | ωB97M-V/def2-TZVPD

- calculated total energy (Ha) = -156.9457
- maximum force (eV/A) = 2.16
- HOMO-LUMO gap (eV) = 5.28
- energy relative to the best compared isomer or geometry (same formula, charge and spin) (kJ/mol) = 625.6
- E_HOMO (eV) = -6.88

Structure (ORCA input):
```
! RIJCOSX wB97M-V def2-TZVPD def2/J DEFGRID3
* xyz 0 1
C -1.11 1.80 0.94
C -0.49 -0.12 -0.71
C 0.59 -0.56 -0.01
C 1.35 -1.62 -0.42
H -1.42 2.75 0.48
H -1.98 1.22 1.26
H -0.63 2.12 1.86
H -0.98 1.01 -0.21
H 0.94 0.08 0.81
H 1.43 -1.87 -1.47
H -0.89 -0.58 -1.61
H 1.97 -2.12 0.30
*
```

Please write out number 2 again, unchanged.
C4H7N2O5S | ωB97M-V/def2-TZVPD

- calculated total energy (Ha) = -1040.2693
- expectation value of S² = 2.0090
- maximum force (eV/A) = 5.98
- HOMO-LUMO gap (spin up / spin down) (eV) = 4.50 / 6.86
- E_HOMO (spin up / spin down) (eV) = -1.07 / -4.98

Structure (ORCA input):
```
! RIJCOSX wB97M-V def2-TZVPD def2/J DEFGRID3
* xyz -1 3
C -0.87 0.12 0.60
C -0.76 -0.90 1.84
C -1.81 0.74 -1.45
C 1.29 -0.41 -0.58
N -1.62 -0.13 -0.40
N 2.01 -1.22 0.19
O 2.21 -2.35 -0.30
O -0.19 1.32 0.81
O 2.28 -0.89 1.32
O 2.16 2.06 0.40
O 0.70 1.87 -1.52
S 1.08 1.31 -0.21
H 0.34 -1.37 1.83
H -0.88 -0.38 2.76
H -1.24 -1.81 1.52
H -1.25 1.66 -1.40
H -2.99 0.96 -1.42
H -1.58 0.13 -2.34
H 1.09 -0.69 -1.62
*
```